*one*
Molecular formula: C2H2N3S2
Method: DFT, wB97M-V/def2-TZVPD

Its spin multiplicity is 1. The LUMO energy is -5.549 eV. As for the net charge: +1. The value obtained for the highest occupied orbital energy is -14.90 eV.

```
9
Properties=species:S:1:pos:R:3:mulliken_charge:R:1
H 1.24 -0.42 0.18 0.527
S 4.66 -0.90 -0.35 -0.130
N 2.14 -0.02 0.50 -0.404
H -2.44 0.70 -1.09 0.367
C -1.39 0.54 -0.82 -0.041
C 3.26 -0.50 0.11 0.698
N 2.15 2.65 -0.49 -0.059
S 1.56 1.80 0.45 0.417
N -0.37 0.35 -0.34 -0.375
```


*two*
Molecular formula: C2H2N3S2
Method: DFT, wB97M-V/def2-TZVPD

Its spin multiplicity is 1. The LUMO energy is -6.709 eV. As for the net charge: +1. The value obtained for the highest occupied orbital energy is -14.16 eV.

```
9
Properties=species:S:1:pos:R:3:mulliken_charge:R:1
C -1.75 -0.16 -0.01 0.297
H 1.88 2.25 0.95 0.305
N 1.39 1.47 0.53 -0.405
H -1.60 -2.11 0.12 0.283
S -2.64 1.08 0.02 -0.125
C -0.93 -1.21 -0.09 0.211
N 0.46 -1.42 -0.18 -0.141
N 1.30 -0.64 -0.60 0.092
S 1.89 0.76 -0.74 0.481
```


*one* (2.057 eV below the next structure)


*one*
Molecular formula: C4H7N2S
Method: DFT, wB97M-V/def2-TZVPD

Its spin multiplicity is 1. The LUMO energy (spin up / spin down) is -5.925 / -5.924 eV. As for the net charge: +1. The value obtained for the highest occupied orbital energy (spin up / spin down) is -13.20 / -12.93 eV.

```
14
Properties=species:S:1:pos:R:3:mulliken_charge:R:1
H 0.44 3.37 -0.47 0.383
H 1.54 1.89 -0.04 0.340
N -0.74 -1.76 0.87 -0.028
N 0.14 -0.07 -0.91 -0.185
C 0.61 2.32 -0.27 -0.774
S -0.20 1.36 -1.53 0.220
H -0.18 -1.48 -2.40 0.399
H -0.13 2.16 0.52 0.238
H -0.87 -2.44 1.70 0.330
H -0.56 -3.30 -0.64 0.420
H -1.12 -0.10 2.00 0.297
C -1.07 -0.50 0.99 -0.277
C -0.45 -2.25 -0.48 -0.419
C -0.09 -1.29 -1.36 0.054
```


*two*
Molecular formula: C4H7N2S
Method: DFT, wB97M-V/def2-TZVPD

Its spin multiplicity is 1. The LUMO energy is -4.370 eV. As for the net charge: +1. The SMILES is C1=C[NH2+]CSC=N1. The value obtained for the highest occupied orbital energy is -14.04 eV.

```
14
Properties=species:S:1:pos:R:3:mulliken_charge:R:1
H 1.18 1.41 -0.62 0.383
H -1.04 -0.88 1.61 0.422
C -1.27 -0.92 0.53 0.049
H -0.44 1.72 0.92 0.433
N 0.51 0.70 -0.58 -0.106
H 0.32 0.55 -1.59 0.387
H 1.18 -2.63 0.17 0.412
C -0.70 1.33 -0.05 -0.704
S -2.36 0.40 0.05 0.011
C 1.19 -0.42 0.17 -0.768
H -0.89 2.27 -0.72 0.412
C 0.75 -1.67 -0.01 0.137
H 2.19 -0.24 0.49 0.381
N -0.63 -1.62 -0.35 -0.450
```


*two* (1.128 eV below the next structure)


*one*
Molecular formula: C4H7N2S
Method: DFT, wB97M-V/def2-TZVPD

Its spin multiplicity is 1. The LUMO energy (spin up / spin down) is -6.481 / -6.481 eV. As for the net charge: +1. The SMILES is C=NC(=S)[N+](=C)C. The value obtained for the highest occupied orbital energy (spin up / spin down) is -13.77 / -13.77 eV.

```
14
Properties=species:S:1:pos:R:3:mulliken_charge:R:1
N 1.21 -0.98 0.49 -0.355
H -1.36 1.35 -1.87 0.328
H 2.65 -1.73 1.71 0.300
C -0.69 0.59 -1.88 -0.093
H -0.43 0.41 1.33 0.357
H -1.90 1.08 0.41 0.328
S 1.20 -1.58 -2.04 -0.279
C 2.29 -1.52 0.71 -0.105
N -0.21 0.31 -0.74 0.116
C 0.76 -0.67 -0.75 0.522
C -0.76 0.92 0.47 -0.799
H 2.95 -1.74 -0.22 0.142
H -0.37 2.04 0.48 0.343
H -0.26 0.17 -2.85 0.194
```


*two*
Molecular formula: C4H7N2S
Method: DFT, wB97M-V/def2-TZVPD

Its spin multiplicity is 1. The LUMO energy (spin up / spin down) is -5.277 / -5.276 eV. As for the net charge: +1. The value obtained for the highest occupied orbital energy (spin up / spin down) is -11.47 / -11.48 eV.

```
14
Properties=species:S:1:pos:R:3:mulliken_charge:R:1
H -0.54 0.70 0.22 -0.131
S -3.13 0.96 0.03 -0.135
C 0.53 0.51 0.02 0.512
H 1.67 2.13 -1.10 0.287
H 2.37 1.62 0.33 0.371
H 0.80 2.49 0.38 0.332
C -0.13 -1.72 0.02 -0.184
H 0.02 -2.81 -0.23 0.312
N -1.46 -1.33 -0.02 -0.231
C -2.12 -0.23 -0.09 0.563
H 1.82 -1.18 0.10 0.339
H -2.03 -2.07 0.26 0.281
C 1.40 1.69 -0.01 -1.218
N 0.79 -0.75 0.08 -0.098
```


*one* (1.144 eV below the next structure)


*one*
Molecular formula: C34H36N2NdO2S4
Method: DFT, wB97M-V/def2-TZVPD

Its spin multiplicity is 4. The LUMO energy (spin up / spin down) is -9.326 / -9.298 eV. As for the net charge: +3. The value obtained for the highest occupied orbital energy (spin up / spin down) is -15.78 / -15.78 eV.

```
79
Properties=species:S:1:pos:R:3:mulliken_spin:R:1
C -3.97 -2.75 3.41 0.000
H -4.10 0.73 0.76 -0.004
C 1.63 4.79 -2.07 0.000
H 3.61 3.63 0.46 0.000
C -2.58 -3.16 2.91 0.001
H -2.34 -2.66 1.96 0.000
H 0.60 -3.50 4.21 -0.001
C 1.05 -1.71 -3.75 0.001
C -0.48 -3.10 -5.00 0.000
O -3.17 -0.29 2.95 -0.007
H 0.70 1.41 7.48 0.000
Nd -1.56 -0.29 1.43 3.043
H 0.33 -3.62 -3.08 0.000
C -0.11 1.22 5.50 0.001
H -4.77 -3.42 3.08 0.000
N 1.95 -0.21 -1.90 0.000
H -4.02 -2.71 4.50 0.000
H 0.25 -0.27 -6.71 0.000
C 0.71 0.84 6.56 0.000
C 1.71 5.59 -3.20 0.000
C 1.27 0.13 -0.86 -0.001
H 4.13 1.00 -0.76 0.000
H 5.02 6.30 -3.12 0.000
C 2.68 3.63 -0.11 0.000
H -1.04 -4.01 -5.09 0.000
C 0.29 -2.87 -3.86 0.000
C -4.19 -0.26 0.30 0.009
C -0.08 0.48 4.33 0.004
H 3.59 0.32 -3.09 0.000
C 2.84 0.83 -2.49 0.000
C -4.94 -2.55 0.49 0.003
H 1.66 0.11 -4.76 0.000
H 3.00 6.77 -4.45 0.000
H -5.24 -3.57 -1.37 0.000
H 0.82 5.81 -3.77 0.000
H -1.57 -1.95 4.42 0.000
C 1.57 -0.25 6.43 0.000
H -5.27 -3.41 1.07 0.000
H 2.25 1.48 -3.14 0.000
C 0.75 -0.63 4.20 -0.006
C -0.51 -2.15 -6.01 0.000
C 4.07 5.87 -2.83 0.000
H -2.59 -4.21 2.64 0.000
C 1.96 -1.57 -2.55 -0.001
H 2.26 -1.83 5.15 0.000
C 3.49 1.62 -1.39 0.000
C -4.55 -1.37 1.08 -0.004
H -3.94 0.50 -1.69 0.000
S -0.69 -1.88 -0.68 -0.014
C 0.25 -0.99 -5.91 0.000
H -1.67 -3.64 4.78 0.000
H 2.22 -0.52 7.24 0.000
C 1.59 -0.99 5.25 0.001
C -4.18 -0.37 -1.08 -0.002
C -4.93 -2.65 -0.91 -0.002
H -0.05 -3.88 2.62 0.000
C 3.99 5.06 -1.70 0.000
H -0.76 2.08 5.60 0.000
S -4.49 -1.12 2.86 0.000
H 4.88 4.88 -1.11 0.000
C -1.49 -2.94 3.97 -0.001
H 1.71 -2.30 -1.79 0.000
C 1.38 1.53 -0.24 0.001
C -4.53 -1.57 -1.69 0.000
H 1.87 3.92 0.55 0.000
S 0.12 2.07 0.75 -0.009
H 3.00 -1.72 -2.81 0.000
H -0.71 0.81 3.51 0.003
C 2.77 4.52 -1.32 0.000
H 0.67 4.40 -1.75 0.000
O 0.43 -0.60 -0.21 -0.004
C 2.93 6.13 -3.58 0.000
N 2.44 2.22 -0.54 0.000
S 0.69 -1.64 2.74 -0.010
C -0.08 -3.15 3.43 0.000
H -1.11 -2.33 -6.90 0.000
H -4.53 -1.65 -2.76 0.000
C 1.04 -0.78 -4.79 0.000
H 4.08 2.42 -1.81 0.000
```


*two*
Molecular formula: C34H36N2NdO2S4
Method: DFT, wB97M-V/def2-TZVPD

Its spin multiplicity is 4. The LUMO energy (spin up / spin down) is -9.447 / -9.423 eV. As for the net charge: +3. The value obtained for the highest occupied orbital energy (spin up / spin down) is -15.81 / -15.81 eV.

```
79
Properties=species:S:1:pos:R:3:mulliken_spin:R:1
H 1.69 5.31 -0.68 0.000
H -4.85 5.32 -2.88 0.000
C -4.32 -0.34 -0.95 0.002
C -2.30 -0.11 5.65 0.000
C -4.80 -3.38 -3.00 0.000
C -5.34 -2.57 -0.69 0.000
H -2.45 3.69 4.18 -0.001
C 0.79 4.91 -2.58 -0.002
C -2.34 0.90 3.48 -0.006
H -5.52 3.55 -1.53 0.000
C -1.49 -0.09 3.02 0.002
H -4.42 -4.14 -4.97 0.000
C -7.16 -4.84 -3.11 0.000
C -6.86 -4.10 -1.98 0.000
H -0.16 4.17 3.98 0.000
C -1.02 -1.08 3.86 0.001
H -0.50 3.91 0.93 0.000
H -2.47 4.52 2.64 0.000
H 2.12 4.79 1.34 0.000
C -5.03 3.13 -6.05 0.000
S -2.90 3.43 -1.12 -0.015
C -6.67 -0.57 -1.41 0.000
O -3.68 1.89 -0.68 -0.004
H -0.12 5.29 1.86 0.000
C -4.55 4.43 -6.13 0.000
C 0.04 4.21 1.85 0.002
N -5.36 -1.11 -1.01 -0.001
H -5.10 2.52 -6.94 0.000
C 1.54 3.94 1.70 0.000
S -2.74 -0.84 -0.60 -0.009
H -0.01 1.85 -3.79 0.000
C -5.45 2.62 -4.83 0.000
H -0.09 4.25 -4.42 0.000
H -1.07 -1.84 5.87 0.000
H -3.46 1.63 5.17 0.000
H -1.17 -0.14 1.97 0.003
C -0.55 3.61 3.13 -0.001
C 0.33 2.60 -3.10 -0.002
S -2.89 2.20 2.39 -0.009
O 0.82 1.53 0.90 -0.008
C -4.49 5.22 -4.99 0.000
Nd -1.24 1.57 0.06 3.046
H -7.53 -4.11 -1.13 0.000
H -0.35 -1.85 3.50 0.000
H 0.80 5.95 -2.87 0.000
H -7.40 0.93 -2.77 0.000
C -1.43 -1.08 5.19 0.000
C -5.67 -3.37 -1.92 0.000
C 0.30 3.95 -3.45 0.000
C 1.31 3.21 -0.98 -0.003
C -5.89 2.93 -2.35 -0.001
H -4.35 -2.79 -0.30 0.000
H -6.53 -5.42 -5.07 0.000
H -7.25 -1.41 -1.79 0.000
S 1.93 2.59 0.59 0.000
H -4.25 4.83 -7.09 0.000
H -6.98 2.95 -2.29 0.000
C 1.30 4.54 -1.33 0.003
C -2.77 0.88 4.80 0.001
C -4.89 4.70 -3.77 0.000
C -5.37 3.40 -3.68 0.001
H -2.63 -0.12 6.69 0.000
H -3.85 -2.85 -2.95 0.000
C -5.11 -4.11 -4.13 0.000
H -6.07 -2.71 0.10 0.000
H -0.20 2.58 3.28 0.000
H -6.03 -0.01 -3.39 0.000
C -6.46 0.45 -2.50 0.000
H -4.14 6.24 -5.06 0.000
C -6.29 -4.84 -4.19 0.000
H -8.08 -5.41 -3.15 0.000
C -4.56 1.14 -1.27 -0.002
H -7.17 -0.15 -0.53 0.000
C -2.07 3.65 3.16 0.000
H 0.99 1.16 -1.65 -0.004
H -5.85 1.61 -4.81 0.000
H 2.00 3.64 2.65 0.000
N -5.54 1.51 -2.01 0.000
C 0.84 2.22 -1.86 0.009
```


*two* (0.149 eV below the next structure)


*one*
Molecular formula: C4H13NO
Method: DFT, wB97M-V/def2-TZVPD

Its spin multiplicity is 1. The LUMO energy is 0.836 eV. The SMILES is CCOCC.N. The value obtained for the highest occupied orbital energy is -9.62 eV.

```
19
Properties=species:S:1:pos:R:3:mulliken_charge:R:1
C 0.08 1.95 -1.10 -1.131
C -0.63 0.59 -0.97 -0.265
H -0.67 2.73 -0.91 0.295
H -3.11 -0.11 -0.07 0.307
H -3.40 0.34 2.27 0.308
C -2.26 -0.43 0.53 -0.272
H 0.21 -0.13 -1.06 0.220
H -1.78 0.13 2.54 0.311
N 5.27 -1.84 -0.50 -0.656
H 4.59 -2.51 -0.84 0.220
H 0.84 1.93 -0.32 0.280
H -2.78 -1.33 2.44 0.282
H -1.98 -1.45 0.23 0.299
C -2.60 -0.35 1.99 -1.065
H 0.48 2.15 -2.08 0.366
H -1.40 0.48 -1.73 0.341
H 5.43 -1.06 -1.10 0.217
O -1.16 0.43 0.31 -0.279
H 4.86 -1.51 0.36 0.220
```


*two*
Molecular formula: C4H13NO
Method: DFT, wB97M-V/def2-TZVPD

Its spin multiplicity is 1. The LUMO energy is 0.737 eV. The SMILES is CC(C)CN.O. The value obtained for the highest occupied orbital energy is -9.46 eV.

```
19
Properties=species:S:1:pos:R:3:mulliken_charge:R:1
N -2.58 1.10 -0.79 -0.722
O 2.79 -1.85 1.58 -0.583
H 3.42 -2.38 1.10 0.283
H 0.48 -0.82 -1.52 0.321
H 0.15 0.76 1.91 0.410
H 1.42 0.67 -1.72 0.360
H -3.42 0.67 -1.17 0.234
H 3.05 -1.88 2.50 0.297
H -0.41 1.76 0.06 0.227
H 0.32 -0.86 1.33 0.320
C 0.40 0.27 -1.47 -1.308
H -2.07 1.17 -1.68 0.235
C 0.53 0.18 1.07 -1.439
H -1.68 -0.82 -0.63 0.303
H -0.07 0.76 -2.32 0.377
C -0.24 0.70 -0.17 0.476
H -2.02 0.08 0.95 0.388
H 1.61 0.36 1.02 0.366
C -1.69 0.12 -0.08 -0.544
```


*two* (0.095 eV below the next structure)